(1)
Formula: C5H14NOS
Source: OMol25
Level of theory: ωB97M-V with the def2-TZVPD basis set

## Properties
Net charge ... -1
Relative energy (zero: lowest compared OMol25 entry of this formula, charge and spin) ... 72.1 kJ/mol
Highest occupied orbital energy ... -2.72 eV

Last column: natural (NBO) charge in e.
Cartesian coordinates (Å):
1 C 0.7508 -1.3031 0.4670  -0.41
2 C 0.0737 -2.6352 0.1744  -0.51
3 S -1.7389 -2.5213 -0.1077  -0.75
4 C 0.5963 -0.2432 -0.6188  -0.23
5 N 1.0251 1.0865 -0.2039  -0.45
6 C 0.9838 2.0037 -1.3154  -0.40
7 C 0.3270 1.5975 0.9675  -0.41
8 H 1.8293 -1.4554 0.5883  0.17
9 H 0.3785 -0.9000 1.4062  0.19
10 H 0.5265 -3.1016 -0.6998  0.17
11 H 0.2480 -3.2871 1.0361  0.18
12 H -0.4276 -0.3107 -1.0112  0.19
13 H 1.1913 -0.5756 -1.4508  0.17
14 H 0.0813 2.6280 -1.4080  0.16
15 H 1.1366 1.4735 -2.2381  0.20
16 H 1.7989 2.7198 -1.2843  0.17
17 H 0.7575 1.1799 1.8693  0.20
18 H 0.5172 2.6561 0.9908  0.18
19 H -0.7618 1.4869 0.9811  0.18
20 H -3.3754 -0.8171 0.8821  0.49
21 H -2.5271 0.1775 0.2613  0.48
22 O -3.3909 0.1410 0.7137  -0.99



(2)
Formula: C19H22Br54OP
Source: OMol25
Level of theory: ωB97M-V with the def2-TZVPD basis set

## Properties
Net charge ... -1
Highest occupied orbital energy ... -3.57 eV

Last column: Mulliken charge in e.
Cartesian coordinates (Å):
1 C -1.9208 -0.0130 -1.6238  -0.66
2 P -1.1011 -1.1268 -2.5485  0.59
3 O -1.8601 -1.8839 -3.6006  -0.62
4 H -1.7515 -0.1191 -0.5618  0.26
5 H -1.6997 0.9940 -1.9608  0.06
6 H -0.4727 -2.0807 -1.7360  -0.23
7 H -0.0290 -0.5010 -3.2421  -0.11
8 C 1.4170 -0.0062 1.7146  -0.37
9 Br 1.6002 1.7892 2.3828  0.14
10 Br -0.0210 -0.9382 2.5978  -0.07
11 Br 1.1970 -0.0254 -0.1799  0.21
12 H 2.3318 -0.5248 1.9667  0.23
13 C -0.7447 -4.7489 -3.2174  -0.04
14 Br -1.5638 -6.4404 -3.6247  0.02
15 Br 0.0407 -4.8193 -1.4604  -0.09
16 Br 0.5307 -4.2468 -4.5559  -0.09
17 H -1.5158 -3.9774 -3.2340  0.22
18 C -3.8041 0.2214 -5.9938  -0.24
19 Br -2.3547 -0.6355 -6.9029  -0.01
20 Br -3.1912 1.3692 -4.6010  -0.04
21 Br -4.9535 1.1602 -7.2348  -0.10
22 H -4.3965 -0.5539 -5.5307  0.28
23 C -5.8023 -0.9058 -0.5983  -0.46
24 Br -5.9594 -2.8194 -0.7492  -0.04
25 Br -4.4940 -0.4250 0.7412  0.07
26 Br -5.2758 -0.1173 -2.2453  0.07
27 H -6.7631 -0.5237 -0.2936  0.38
28 C 3.6476 -0.3708 4.9971  0.29
29 Br 3.1639 -2.1836 4.6116  -0.02
30 Br 4.3173 -0.1902 6.7920  -0.10
31 Br 4.9072 0.3154 3.7228  0.00
32 H 2.7460 0.2241 4.9202  -0.19
33 C 3.8763 -0.5359 -3.2383  -0.46
34 Br 2.9690 1.1674 -3.2575  0.00
35 Br 4.6694 -0.9081 -1.5269  -0.04
36 Br 2.6442 -1.8905 -3.8085  0.08
37 H 4.6866 -0.4836 -3.9478  0.35
38 C 3.3782 5.4129 1.6799  -0.39
39 Br 1.5486 5.7517 1.2313  -0.03
40 Br 3.5304 4.4875 3.3548  0.03
41 Br 4.2971 4.4397 0.3011  0.01
42 H 3.8691 6.3671 1.7918  0.39
43 C 2.7773 5.6347 -3.1475  -0.29
44 Br 2.8144 7.3356 -2.2502  0.00
45 Br 1.3818 4.5149 -2.4771  0.01
46 Br 2.6707 5.8459 -5.0518  -0.04
47 H 3.7144 5.1430 -2.9334  0.33
48 C 6.5296 4.8143 6.6192  -0.37
49 Br 5.6316 5.8312 7.9762  -0.03
50 Br 5.7642 3.0621 6.4282  0.03
51 Br 6.5680 5.7399 4.9405  -0.04
52 H 7.5525 4.6846 6.9359  0.35
53 C -3.8252 -6.2209 1.1540  -0.36
54 Br -3.8523 -4.4459 1.8736  0.00
55 Br -5.3634 -6.5499 0.0461  -0.07
56 Br -2.1968 -6.5743 0.2024  0.08
57 H -3.8760 -6.9118 1.9803  0.32
58 C -1.2490 -10.7035 -2.9239  -0.34
59 Br -2.3363 -11.4026 -1.5034  -0.02
60 Br -2.3243 -9.8906 -4.2927  -0.01
61 Br 0.0717 -9.4795 -2.2781  -0.01
62 H -0.7311 -11.5370 -3.3711  0.33
63 C 3.2863 10.7520 -5.0359  -0.32
64 Br 2.0836 9.6973 -6.0896  0.00
65 Br 2.4996 11.2527 -3.3569  -0.03
66 Br 4.9789 9.8775 -4.7980  -0.01
67 H 3.4751 11.6636 -5.5801  0.33
68 C -5.5477 5.1240 -8.2734  -0.24
69 Br -6.3511 6.7418 -7.6164  -0.03
70 Br -5.5863 5.0540 -10.1940  -0.02
71 Br -3.7822 4.8781 -7.5908  0.04
72 H -6.1472 4.3016 -7.9129  0.23
73 C -3.9119 1.2995 4.4580  -0.40
74 Br -2.5467 0.9329 3.1707  0.03
75 Br -3.1347 1.8538 6.1277  -0.04
76 Br -5.1825 2.5820 3.8087  -0.02
77 H -4.4467 0.3789 4.6340  0.37
78 C -1.4534 2.1286 9.9602  -0.32
79 Br -0.1526 1.8168 8.5871  0.08
80 Br -0.6277 2.6903 11.6018  -0.13
81 Br -2.7944 3.3771 9.3863  -0.09
82 H -1.9506 1.1916 10.1568  0.37
83 C -2.6687 -8.9766 -8.3827  -0.30
84 Br -2.1846 -7.3468 -7.5059  0.07
85 Br -3.6262 -8.6530 -10.0171  -0.05
86 Br -1.1408 -10.1043 -8.6771  -0.01
87 H -3.3356 -9.5138 -7.7263  0.27
88 C 1.3480 3.0333 6.7594  0.09
89 Br 0.3399 4.6591 6.6791  0.01
90 Br 2.0992 2.7392 8.4986  -0.08
91 Br 0.2930 1.5208 6.2184  0.16
92 H 2.1681 3.1297 6.0617  -0.04
93 C 4.5470 -5.2354 6.6064  -0.10
94 Br 3.3078 -6.2968 5.5966  0.00
95 Br 3.7528 -4.5613 8.2171  0.00
96 Br 6.1667 -6.2005 6.9713  -0.03
97 H 4.8102 -4.3825 5.9987  0.09